[1]
Entry from OMol25: C21H26N6O8PSZn as an isolated structure (the ωB97M-V functional and the def2-TZVPD basis).

Geometry as XYZ:
```
64
Properties=species:S:1:pos:R:3:nbo_charge:R:1
Zn 1.917 -1.687 1.735 1.659
O 2.006 -5.422 2.830 -0.642
C 1.938 -4.216 2.694 0.648
O 2.612 -3.517 1.831 -0.918
C 0.946 -3.379 3.605 0.647
O 0.321 -3.938 4.484 -0.639
O 0.834 -2.124 3.288 -0.924
C -0.600 -1.809 -1.551 -0.509
P 0.379 -2.604 -0.168 0.735
C -1.066 -2.965 0.897 -0.948
C 0.813 -4.221 -0.886 -0.249
C 1.765 -4.276 -1.908 -0.251
C 2.147 -5.493 -2.450 -0.213
C 1.611 -6.675 -1.957 -0.215
C 0.697 -6.632 -0.916 -0.189
C 0.299 -5.414 -0.385 -0.222
H 0.262 -2.635 -3.155 0.363
H -0.916 -0.831 -1.197 0.235
H -1.489 -2.422 -1.714 0.210
H -1.873 -3.437 0.332 0.211
H -1.404 -2.014 1.312 0.256
H -0.800 -3.591 1.745 0.265
H 2.234 -3.362 -2.259 0.230
H 2.885 -5.518 -3.242 0.207
H 1.926 -7.627 -2.366 0.205
H 0.306 -7.549 -0.496 0.211
H -0.391 -5.407 0.447 0.223
N -1.686 1.899 -3.117 -0.597
N -0.840 0.932 -2.751 0.039
N 0.349 1.246 -2.945 -0.327
C 1.325 0.244 -2.775 0.196
N 1.283 -1.033 -2.816 -0.277
N 0.053 -1.691 -2.848 -0.459
H -1.279 2.822 -3.238 0.366
H -2.573 1.837 -2.649 0.376
H 2.319 0.672 -2.755 0.180
C -4.693 3.830 -0.632 -0.627
C -3.389 4.091 0.074 -0.006
C -2.695 3.052 0.689 -0.217
C -1.506 3.284 1.363 -0.186
C -1.005 4.578 1.408 -0.288
C -1.665 5.626 0.785 -0.184
C -2.858 5.377 0.127 -0.233
S 0.492 4.909 2.282 2.314
O 0.579 3.946 3.343 -0.938
O 0.569 6.312 2.586 -0.956
N 1.626 4.654 1.123 -0.875
C 1.842 3.294 0.617 -0.239
C 2.576 2.324 1.541 -0.549
C 2.070 0.896 1.401 0.791
O 2.940 -0.018 1.617 -0.858
O 0.889 0.675 1.111 -0.733
H -5.311 3.130 -0.069 0.223
H -4.525 3.396 -1.620 0.210
H -5.257 4.751 -0.772 0.216
H -3.097 2.045 0.660 0.216
H -0.974 2.474 1.847 0.270
H -1.255 6.625 0.845 0.238
H -3.393 6.195 -0.339 0.208
H 2.455 5.193 1.339 0.403
H 2.369 3.404 -0.332 0.203
H 0.863 2.871 0.382 0.236
H 2.386 2.596 2.581 0.258
H 3.655 2.329 1.388 0.219
```

Charge: -1
M in g/mol: 618.904
Gap between HOMO and LUMO in eV: 7.34
E_tot in hartree: -4265.276790
LUMO energy in eV: 1.98
Energy above the lowest of the compared OMol25 structures with the same formula, charge and spin in kJ/mol: 46.38

***

[2]
Entry from OMol25: a 17-piece molecular cluster, H34O17 overall at a distorted geometry (the ωB97M-V functional and the def2-TZVPD basis).

Geometry as XYZ:
```
51
Properties=species:S:1:pos:R:3:nbo_charge:R:1
O 3.892 -2.481 -2.204 -0.943
H 3.184 -2.210 -1.619 0.493
H 4.665 -2.527 -1.641 0.475
O 0.456 -0.405 0.660 -0.969
H -0.114 -0.170 1.392 0.513
H 1.317 -0.535 1.058 0.468
O -0.268 -1.717 -4.137 -0.951
H -0.540 -1.035 -4.751 0.482
H -1.068 -1.949 -3.665 0.474
O 2.561 -1.058 -3.818 -1.004
H 1.755 -1.522 -3.591 0.499
H 3.188 -1.322 -3.146 0.483
O -1.768 2.790 3.955 -0.965
H -1.054 2.557 4.548 0.483
H -2.393 2.070 4.036 0.476
O -2.955 1.988 -1.272 -0.982
H -2.391 2.467 -0.666 0.474
H -2.368 1.376 -1.715 0.489
O -0.028 1.690 5.747 -0.954
H 0.455 2.493 5.551 0.484
H -0.115 1.689 6.700 0.494
O -1.792 3.290 1.287 -0.973
H -0.866 3.529 1.306 0.467
H -2.064 3.308 2.204 0.495
O 1.570 2.430 2.338 -0.980
H 1.900 2.102 1.501 0.496
H 1.830 3.351 2.354 0.484
O -3.617 -0.598 0.159 -0.923
H -4.167 -1.316 0.472 0.454
H -3.412 -0.092 0.946 0.470
O -0.897 0.614 -2.485 -0.989
H -0.427 -0.189 -2.262 0.483
H -0.236 1.175 -2.890 0.498
O 1.213 1.583 -3.918 -0.986
H 1.790 0.824 -3.829 0.512
H 1.194 1.761 -4.859 0.479
O -0.131 -4.834 -0.853 -0.960
H -0.427 -4.833 -1.763 0.475
H -0.387 -5.693 -0.518 0.488
O -0.109 0.032 3.313 -0.982
H -0.190 0.227 4.246 0.496
H 0.576 0.624 3.002 0.486
O 1.032 -2.062 -1.481 -0.996
H 0.429 -2.791 -1.339 0.488
H 0.841 -1.451 -0.769 0.496
O -1.736 -4.379 1.720 -0.946
H -1.001 -3.938 1.293 0.479
H -2.439 -3.731 1.716 0.467
O 1.839 3.012 -0.409 -0.974
H 1.091 2.479 -0.677 0.490
H 2.179 3.377 -1.226 0.487
```

Charge: 0
M in g/mol: 306.255
Gap between HOMO and LUMO in eV: 9.11
E_tot in hartree: -1299.468494
LUMO energy in eV: -0.22
Energy above the lowest of the compared OMol25 structures with the same formula, charge and spin in kJ/mol: 161.38

***

[3]
Entry from OMol25: C27H30Cl2N4O8PdS2 as an isolated structure at a distorted geometry (the ωB97M-V functional and the def2-TZVPD basis).

Geometry as XYZ:
```
74
Properties=species:S:1:pos:R:3:mulliken_charge:R:1
Pd -0.414 0.348 0.592 0.426
O 0.867 -0.543 -3.306 -0.538
C 0.819 -0.752 -2.123 0.760
O -0.301 -0.490 -1.404 -0.640
C 1.935 -1.374 -1.382 0.567
C 2.707 -2.279 -2.104 -0.463
C 3.730 -2.941 -1.479 -0.701
C 4.010 -2.712 -0.143 -0.350
C 3.288 -1.768 0.542 0.136
C 2.223 -1.032 -0.038 0.146
O 1.596 -0.118 0.643 -1.051
N 3.629 -1.578 1.953 0.968
O 3.829 -2.575 2.611 -0.536
O 3.688 -0.436 2.368 -0.556
N 4.543 -3.905 -2.242 1.040
O 5.450 -4.442 -1.651 -0.587
O 4.238 -4.080 -3.401 -0.598
H 2.505 -2.465 -3.149 0.640
H 4.802 -3.261 0.349 0.639
C -4.015 1.517 -2.072 -1.119
N -3.533 1.236 -3.428 0.037
C -4.242 1.998 -4.466 -1.130
C -2.363 0.639 -3.703 0.590
S -1.127 0.890 -2.469 0.189
N -2.187 -0.002 -4.844 0.089
C -3.323 -0.544 -5.604 -1.195
C -0.877 -0.356 -5.405 -1.168
H -5.101 1.432 -2.085 0.373
H -3.743 2.523 -1.755 0.412
H -3.612 0.795 -1.372 0.417
H -4.349 3.028 -4.126 0.387
H -5.235 1.584 -4.635 0.390
H -3.685 1.999 -5.396 0.389
H -4.231 -0.523 -5.012 0.397
H -3.091 -1.579 -5.852 0.455
H -3.473 0.005 -6.533 0.406
H -0.171 0.460 -5.286 0.399
H -1.016 -0.557 -6.463 0.447
H -0.466 -1.238 -4.924 0.407
O -0.045 1.050 2.533 0.390
S 1.392 1.258 3.043 0.811
C 1.409 3.022 3.552 -1.489
C 0.488 3.340 4.690 0.345
C 1.009 3.667 5.938 -0.241
C 0.164 4.004 6.988 -0.710
C -1.209 3.996 6.803 -0.446
C -1.738 3.672 5.559 -0.739
C -0.894 3.339 4.511 0.188
C 1.443 0.354 4.656 -1.008
C 0.296 -0.603 4.743 0.052
C -0.864 -0.249 5.423 -0.019
C -1.935 -1.129 5.481 -0.853
C -1.861 -2.359 4.840 -0.447
C -0.707 -2.714 4.154 -0.894
C 0.366 -1.837 4.102 0.010
H 1.122 3.527 2.629 0.444
H 2.456 3.226 3.781 0.471
H 2.083 3.687 6.088 0.438
H 0.581 4.281 7.946 0.415
H -1.866 4.243 7.626 0.422
H -2.810 3.685 5.414 0.400
H -1.304 3.081 3.544 0.315
H 1.425 1.104 5.444 0.513
H 2.410 -0.149 4.631 0.658
H -0.918 0.710 5.926 0.360
H -2.823 -0.860 6.038 0.474
H -2.698 -3.043 4.884 0.425
H -0.638 -3.682 3.674 0.460
H 1.279 -2.127 3.590 0.487
Cl -2.538 -0.496 1.773 -0.080
C -3.204 1.145 1.867 -0.268
Cl -2.170 2.236 0.892 -0.101
H -3.187 1.478 2.899 0.257
H -4.203 1.152 1.449 0.489
```

Charge: +2
M in g/mol: 780.017
Gap between HOMO and LUMO in eV: 5.34
E_tot in hartree: -3711.579940
LUMO energy in eV: -8.34

***

[4]
Entry from OMol25: a 6-piece molecular cluster, H12O6 overall at a distorted geometry (the ωB97M-V functional and the def2-TZVPD basis).

Geometry as XYZ:
```
18
Properties=species:S:1:pos:R:3:nbo_charge:R:1
O -2.563 -0.030 0.145 -0.929
H -2.884 -0.391 -0.627 0.471
H -2.473 -0.827 0.685 0.478
O -0.104 2.449 2.014 -0.973
H -1.012 2.448 2.330 0.466
H 0.167 1.577 1.597 0.491
O 0.069 -0.444 1.554 -0.959
H 0.027 -0.337 0.620 0.483
H -0.783 -0.202 1.895 0.456
O 2.506 0.974 -0.130 -0.975
H 2.463 0.822 0.778 0.471
H 1.661 0.880 -0.570 0.493
O 0.965 -2.118 -2.097 -0.950
H 0.885 -2.604 -2.894 0.479
H 1.918 -2.094 -1.951 0.492
O -0.020 0.188 -1.021 -1.006
H -0.949 0.307 -0.766 0.500
H 0.131 -0.598 -1.561 0.512
```

Charge: 0
M in g/mol: 108.090
Gap between HOMO and LUMO in eV: 10.66
E_tot in hartree: -458.617891
LUMO energy in eV: 0.03
SMILES: O.O.O.O.O.O
Energy above the lowest of the compared OMol25 structures with the same formula, charge and spin in kJ/mol: 143.31

***

[5]
Entry from OMol25: C14H24N4O2S2 in the gas phase at a distorted geometry (the ωB97M-V functional and the def2-TZVPD basis).

Geometry as XYZ:
```
46
Properties=species:S:1:pos:R:3:nbo_charge:R:1
C 5.222 0.213 -2.192 -0.602
H 5.973 0.863 -1.752 0.208
C 4.689 -0.779 -1.165 -0.393
H 3.939 -1.413 -1.646 0.209
H 5.495 -1.436 -0.839 0.212
C 4.076 -0.086 0.075 -0.315
C 2.736 -0.722 0.372 0.713
O 2.503 -1.474 1.290 -0.591
N 1.753 -0.389 -0.529 -0.625
C 0.492 -0.909 -0.445 0.199
N -0.455 -0.624 -1.273 -0.301
N -1.597 -1.243 -0.999 -0.298
C -1.529 -2.006 0.038 -0.181
S -2.860 -2.924 0.656 0.283
C -4.138 -2.467 -0.551 -0.613
H -5.019 -3.047 -0.270 0.252
H -3.807 -2.780 -1.540 0.261
C -4.514 -0.983 -0.623 0.693
O -5.109 -0.579 -1.597 -0.628
N -4.186 -0.257 0.454 -0.637
H -3.690 -0.721 1.200 0.404
C -4.315 1.197 0.563 0.125
C -5.797 1.575 0.514 -0.619
H -6.335 1.111 1.337 0.204
H -5.910 2.654 0.583 0.205
H -6.227 1.235 -0.423 0.240
C -3.554 1.856 -0.589 -0.624
H -4.002 1.569 -1.535 0.241
H -2.516 1.531 -0.592 0.214
H -3.588 2.938 -0.493 0.204
C -3.704 1.598 1.905 -0.612
H -4.223 1.107 2.726 0.209
H -3.784 2.673 2.043 0.220
H -2.651 1.326 1.941 0.208
S 0.049 -2.029 0.827 0.425
H 1.934 0.231 -1.306 0.426
C 4.966 -0.176 1.319 -0.382
C 6.280 0.577 1.169 -0.607
H 6.098 1.624 0.934 0.201
H 6.895 0.146 0.384 0.200
H 6.841 0.531 2.099 0.218
H 4.411 0.232 2.166 0.213
H 5.160 -1.228 1.537 0.214
H 3.901 0.970 -0.161 0.213
H 5.675 -0.319 -3.025 0.217
H 4.420 0.835 -2.586 0.198
```

Charge: 0
M in g/mol: 344.506
Gap between HOMO and LUMO in eV: 9.04
E_tot in hartree: -1713.783060
LUMO energy in eV: 0.56
SMILES: CCC(CC)C(=O)Nc1nnc(SCC(=O)NC(C)(C)C)s1

***

Number 1 is which compound? C21H26N6O8PSZn